The following is a DFT calculation (wB97M-V/def2-TZVPD) of a molecular structure, H7O3 in a non-equilibrium geometry.

Energy relative to the best compared isomer or geometry (same formula, charge and spin) = 1.6 kcal per mole
LUMO level (alpha / beta) = -10.0 / -18.2 eV
Kohn-Sham gap (alpha / beta) = 12.7532 / 4.4635 eV
Charge = +2
Spin multiplicity = 2
Highest occupied orbital energy (alpha / beta) = -22.775 / -22.683 eV

Positions of all 10 atoms, in Å:
O1 -0.5909 -0.1765 0.8596
O2 0.7978 -1.8699 -0.5550
O3 -0.2909 1.8937 -0.3640
H1 -0.4609 0.8549 0.3530
H2 -0.0795 -0.8163 0.2984
H3 -1.1026 2.0927 -0.8355
H4 1.7781 -1.7460 -0.6607
H5 0.3946 -2.6237 -1.0904
H6 -0.3723 -0.2761 1.8054
H7 -0.0734 2.6673 0.1891

---

The following is a DFT calculation (wB97M-V/def2-TZVPD) of a single C35H37NO7 molecule.

Energy relative to the best compared isomer or geometry (same formula, charge and spin) = 6.1 kcal per mole
LUMO level = 0.1 eV
Kohn-Sham gap = 7.3404 eV
Structure (SMILES) = COC(=O)CCCC1=CC2=C(c3ccccc3)C(=O)[C@@](C)(OC(=O)C3CCCC3)C(=O)C2=CN1Cc1ccc(OC)cc1
Highest occupied orbital energy = -7.259 eV

Positions of all 80 atoms, in Å:
O1 -1.3309 -1.6510 2.3646
O2 -1.1979 -1.3075 -2.5918
O3 -1.3634 0.3959 3.2890
O4 -1.8361 1.1837 -3.6127
O5 -1.5647 3.3231 -2.0658
O6 0.3827 1.0165 -3.5153
O7 0.1543 -6.2675 4.5392
N1 1.4639 -1.4815 0.5545
C1 0.5900 -5.4206 3.5726
C2 -2.4444 -1.3279 1.5399
C3 1.1211 3.7685 0.6422
C4 1.9299 -5.0359 3.6585
C5 0.3391 5.7493 1.7460
C6 0.3651 -4.0584 1.6061
C7 -1.2318 4.1968 0.8087
C8 -0.1906 3.3748 0.3889
C9 0.6421 3.7699 -5.7944
C10 -1.8083 0.9666 -2.1947
C11 2.4678 -4.1655 2.7355
C12 1.4635 -0.2948 3.9753
C13 0.8730 0.7286 1.1761
C14 2.3102 -0.5657 2.7246
C15 1.1316 2.7843 -6.8502
C16 0.0630 0.9225 0.0099
C17 -0.1093 -0.2688 -0.7793
C18 -3.2555 0.7633 -1.7408
C19 -0.4846 2.1304 -0.3453
C20 -0.9677 5.3734 1.4843
C21 -1.2738 2.2598 -1.5421
C22 2.2619 -2.6883 0.6916
C23 1.3826 4.9458 1.3183
C24 -0.1880 -4.9269 2.5297
C25 1.6891 -3.6562 1.7014
C26 0.6127 1.4375 -6.3414
C27 -1.0103 -0.3063 -1.9266
C28 -1.1861 -6.6980 4.5073
C29 0.2463 -1.2198 4.0606
C30 -0.8918 -0.7061 3.2067
C31 -0.6789 1.7518 -5.5697
C32 1.5227 -0.4274 1.4509
C33 0.6224 -1.3820 -0.4933
C34 -0.7811 3.2955 -5.5196
C35 -0.6206 1.2651 -4.1437
H1 -1.1631 3.6475 -4.5617
H2 1.3324 1.0005 -5.6473
H3 1.1134 0.7378 3.9903
H4 3.1377 0.1491 2.7075
H5 -0.1203 -1.2294 5.0894
H6 -1.2226 -5.2095 2.4242
H7 0.5383 -2.2379 -1.1483
H8 2.5273 -5.4343 4.4626
H9 3.2885 -2.4208 0.9552
H10 -1.7849 6.0016 1.8082
H11 1.9373 3.1575 0.2824
H12 -3.2972 0.6726 -0.6582
H13 -1.8800 -5.8562 4.5966
H14 3.5093 -3.8872 2.8169
H15 0.6771 4.8055 -6.1295
H16 -2.2514 3.9061 0.6047
H17 -1.4518 3.6419 -6.3070
H18 -3.3401 -1.7992 1.9477
H19 2.7274 -1.5642 2.8210
H20 0.5447 6.6695 2.2735
H21 -3.6559 -0.1366 -2.2022
H22 0.6800 3.0231 -7.8152
H23 0.4407 0.7286 -7.1500
H24 -1.4064 -7.2575 3.5929
H25 2.2143 2.7916 -6.9664
H26 1.2435 3.6729 -4.8899
H27 -0.2539 -3.6854 0.8052
H28 -2.2428 -1.7101 0.5407
H29 -2.5789 -0.2450 1.5149
H30 2.4053 5.2418 1.5057
H31 2.2914 -3.1692 -0.2909
H32 -3.8416 1.6226 -2.0575
H33 0.4954 -2.2385 3.7661
H34 -1.5693 1.3210 -6.0295
H35 2.0957 -0.4496 4.8510
H36 -1.3042 -7.3545 5.3676
H37 0.9453 1.5470 1.8739

---

The following is a DFT calculation (wB97M-V/def2-TZVPD) of a molecular structure, C17H41O5Si2TeTi in a non-equilibrium geometry.

LUMO level = -9.9 eV
Kohn-Sham gap = 8.2519 eV
Charge = +3
Highest occupied orbital energy = -18.111 eV

Positions of all 67 atoms, in Å:
Te1 -0.6435 1.0558 0.5719
Ti1 -0.0327 -2.4290 -0.9226
Si1 2.5442 2.4222 -0.2510
Si2 -1.5368 3.6203 2.6162
O1 -0.1864 -0.5101 -2.1284
O2 -0.4836 -1.0218 0.5587
O3 1.2286 -3.5014 0.2473
O4 -1.9166 -2.5378 -2.2005
O5 -0.8364 -4.3015 -0.8076
C1 2.4428 1.6954 -2.0191
C2 -1.9199 -1.7599 -3.3915
C3 1.9595 -2.6832 -0.6655
C4 1.4226 1.4467 0.9385
C5 -0.1286 -5.3445 0.0533
C6 4.2401 2.1977 0.4567
C7 1.2633 -4.9028 -0.0544
C8 0.7760 -1.5862 -2.6944
C9 1.8246 4.2166 -0.2038
C10 -1.2728 -0.3652 -3.0695
C11 -1.5999 4.2191 0.8520
C12 -1.2326 1.5474 2.4968
C13 -2.2225 -4.6163 -1.1403
C14 -2.4715 -3.8010 -2.3995
C15 -3.1686 4.0149 3.3832
C16 -0.0848 3.9782 3.8854
C17 -0.7201 -1.6180 1.8517
H1 5.1655 2.5944 -0.1354
H2 2.8311 0.6471 -2.0449
H3 2.4365 -3.2481 -1.3841
H4 0.7464 3.3010 3.8023
H5 -3.4851 3.5137 4.3129
H6 2.6359 4.8284 -0.6243
H7 -1.7922 -1.8902 1.9077
H8 -0.0598 -2.4208 1.9802
H9 -0.4430 1.3802 3.2283
H10 -0.0612 -6.3485 -0.4029
H11 -1.9742 -4.2894 -3.2425
H12 1.5375 1.7513 -2.5202
H13 1.6272 4.5263 0.8446
H14 0.9744 4.4858 -0.8363
H15 1.7345 -5.0113 -1.0488
H16 1.7879 0.3506 1.1208
H17 3.1767 2.2615 -2.5559
H18 -1.9906 0.3332 -2.6032
H19 -2.9329 -1.4981 -3.7412
H20 -3.5271 -3.7583 -2.5190
H21 -0.7602 3.9875 0.1260
H22 -2.9379 -4.3311 -0.2671
H23 4.5337 1.1199 0.3878
H24 -0.3618 -0.9143 2.5854
H25 -3.1261 5.0768 3.5820
H26 1.4277 1.9994 1.8011
H27 4.2468 2.5495 1.4565
H28 -1.4761 5.2766 0.8596
H29 -4.1075 3.8737 2.6599
H30 -0.8734 0.0044 -4.0170
H31 2.6397 -1.9632 -0.1929
H32 -0.5698 -5.3868 0.9731
H33 -1.3698 -2.3174 -4.1217
H34 -0.5217 4.0574 4.8641
H35 0.5728 -1.7485 -3.7570
H36 -2.1854 -5.6920 -1.4071
H37 1.7186 -1.1379 -2.4788
H38 -2.2474 1.0515 2.7151
H39 0.4522 4.9602 3.6915
H40 -2.5705 4.0522 0.3504
H41 1.8840 -5.4627 0.6877